(1)
{
  "formula": "BH22O9",
  "method": "wB97M-V/def2-TZVPD",
  "homo_lumo_gap_ev": 10.0,
  "total_charge": -1,
  "lumo_ev": 2.81,
  "homo_energy_ha": -0.26279,
  "elements": ["B", "H", "H", "H", "H", "O", "H", "H", "O", "H", "H", "O", "H", "H", "O", "H", "H", "O", "H", "H", "O", "H", "H", "O", "H", "H", "O", "H", "H", "O", "H", "H"],
  "coordinates": [[0.256, 0.276, -0.172], [-0.581, -0.451, -0.595], [1.007, -0.388, 0.452], [0.785, 0.738, -1.125], [-0.208, 1.082, 0.551], [-3.235, -0.323, 0.121], [-2.329, -0.041, 0.315], [-3.787, 0.425, 0.363], [-0.279, -2.700, 0.899], [0.343, -2.829, 1.619], [-0.132, -1.776, 0.616], [-1.292, -2.134, -2.768], [-1.413, -1.562, -2.002], [-0.338, -2.175, -2.885], [-0.129, 3.102, -1.229], [-1.054, 3.228, -1.003], [0.010, 2.131, -1.174], [-0.593, 0.582, 3.005], [0.273, 0.374, 3.364], [-0.406, 0.961, 2.137], [-2.882, -3.149, -0.108], [-1.922, -3.158, 0.046], [-3.138, -2.216, -0.109], [0.892, 2.884, 1.917], [1.394, 3.676, 1.708], [0.761, 2.450, 1.060], [2.934, -1.146, -0.811], [3.255, -1.828, -0.214], [2.069, -0.864, -0.420], [3.576, 1.828, -1.207], [3.479, 0.877, -1.355], [2.685, 2.123, -0.997]],
  "forces_ev_per_a": [[-0.2, -0.4, -0.2], [-0.7, -0.3, -0.2], [0.5, -0.2, 0.7], [0.5, 0.3, -0.5], [-0.5, 0.5, 0.1], [0.0, 0.3, 0.0], [0.0, -0.1, 0.0], [0.0, -0.1, 0.0], [0.3, 0.2, -0.1], [-0.1, 0.0, 0.1], [-0.1, -0.3, 0.1], [0.0, 0.0, -0.3], [0.0, 0.0, 0.0], [0.0, 0.1, 0.1], [0.1, -0.1, -0.1], [0.0, 0.0, 0.0], [-0.1, 0.5, -0.1], [-0.3, -0.3, 0.3], [0.1, 0.1, -0.1], [0.1, -0.1, 0.2], [0.0, -0.1, -0.1], [-0.5, 0.1, 0.1], [0.1, -0.2, 0.1], [0.2, 0.1, -0.1], [0.0, 0.0, 0.0], [0.0, 0.2, 0.1], [-0.3, 0.0, 0.1], [0.1, 0.0, 0.0], [0.7, -0.1, -0.4], [0.1, 0.1, -0.1], [0.0, -0.1, 0.2], [0.0, -0.1, 0.0]]
}

***

(2)
{
  "formula": "C20H36O14S2",
  "method": "wB97M-V/def2-TZVPD",
  "homo_lumo_gap_ev": 9.4,
  "lumo_ev": 0.33,
  "homo_energy_ha": -0.33426,
  "elements": ["C", "C", "C", "O", "C", "O", "O", "H", "H", "H", "H", "H", "H", "C", "C", "C", "O", "C", "O", "O", "H", "H", "H", "H", "H", "H", "C", "C", "C", "O", "C", "O", "O", "H", "H", "H", "H", "H", "H", "C", "C", "C", "O", "C", "O", "O", "H", "H", "H", "H", "H", "H", "C", "S", "O", "C", "H", "H", "H", "H", "H", "H", "C", "S", "O", "C", "H", "H", "H", "H", "H", "H"],
  "coordinates": [[-0.108, 25.797, 6.496], [0.202, 25.685, 7.959], [-0.976, 25.302, 8.852], [-0.368, 24.426, 9.816], [0.746, 23.881, 9.274], [1.360, 22.985, 9.758], [1.096, 24.546, 8.158], [-0.588, 24.891, 6.128], [0.805, 25.976, 5.931], [-0.793, 26.626, 6.308], [0.721, 26.547, 8.379], [-1.727, 24.749, 8.286], [-1.429, 26.155, 9.345], [-1.645, 22.974, 12.445], [-3.091, 22.833, 12.036], [-3.525, 23.590, 10.799], [-4.351, 22.667, 10.105], [-4.194, 21.437, 10.613], [-4.664, 20.457, 10.113], [-3.374, 21.457, 11.675], [-1.020, 22.431, 11.740], [-1.529, 22.529, 13.434], [-1.306, 24.008, 12.455], [-3.746, 23.067, 12.879], [-2.666, 23.804, 10.160], [-3.989, 24.538, 11.048], [-8.640, 19.469, 7.952], [-7.229, 19.992, 8.063], [-6.527, 20.316, 6.734], [-6.271, 21.722, 6.775], [-6.724, 22.240, 7.931], [-6.613, 23.372, 8.268], [-7.324, 21.291, 8.684], [-9.058, 19.374, 8.953], [-8.676, 18.507, 7.441], [-9.241, 20.204, 7.416], [-6.567, 19.403, 8.694], [-7.138, 20.096, 5.856], [-5.582, 19.787, 6.621], [-0.954, 18.137, 9.183], [0.228, 18.916, 9.715], [-0.159, 20.079, 10.639], [0.454, 19.765, 11.891], [1.148, 18.616, 11.792], [1.753, 18.112, 12.680], [1.069, 18.107, 10.538], [-1.750, 18.836, 8.921], [-1.341, 17.412, 9.901], [-0.702, 17.560, 8.291], [0.804, 19.303, 8.873], [-1.238, 20.220, 10.750], [0.200, 21.067, 10.339], [-6.004, 26.425, 10.006], [-4.701, 27.626, 9.827], [-3.548, 26.900, 9.214], [-5.397, 28.623, 8.522], [-6.973, 26.900, 10.163], [-5.761, 25.796, 10.859], [-6.055, 25.820, 9.097], [-5.607, 27.999, 7.649], [-4.675, 29.380, 8.231], [-6.339, 29.065, 8.849], [-3.293, 24.617, 15.587], [-3.030, 25.859, 14.315], [-4.066, 25.617, 13.274], [-3.590, 27.233, 15.330], [-2.872, 23.665, 15.281], [-4.373, 24.537, 15.734], [-2.876, 24.967, 16.530], [-3.011, 27.195, 16.256], [-4.654, 27.123, 15.526], [-3.343, 28.175, 14.849]],
  "forces_ev_per_a": [[0.0, 0.4, -0.2], [0.0, -0.7, 0.4], [0.4, 0.2, -0.3], [-0.1, -0.2, 0.0], [0.1, 0.8, 0.0], [0.0, -0.3, 0.0], [-0.2, 0.0, -0.1], [0.1, -0.1, 0.1], [0.0, 0.0, 0.0], [0.0, 0.0, 0.1], [0.0, 0.1, -0.2], [-0.1, 0.0, 0.1], [-0.1, -0.2, 0.1], [-0.2, -0.4, 0.0], [-0.2, 0.0, 0.4], [1.1, 0.2, -0.1], [-0.6, 0.2, 0.0], [0.3, 0.0, -0.6], [0.0, -0.1, 0.3], [0.0, -0.1, 0.1], [0.1, 0.1, 0.0], [0.3, 0.0, 0.0], [-0.2, 0.1, 0.0], [-0.1, 0.1, -0.1], [-0.1, 0.0, 0.1], [-0.4, -0.2, -0.1], [0.1, 0.0, 0.1], [0.1, 0.6, 0.0], [0.0, -0.2, -0.2], [0.0, -0.1, 0.0], [-0.1, -0.5, 0.6], [-0.1, 0.4, -0.2], [0.2, 0.2, -0.2], [0.0, -0.1, 0.0], [0.0, 0.0, 0.0], [0.0, -0.1, -0.1], [-0.2, -0.2, 0.1], [-0.1, 0.1, 0.1], [0.1, 0.1, 0.1], [-0.2, -0.3, -0.2], [-0.2, 0.4, -0.2], [-0.2, 0.7, 0.0], [-0.2, -0.2, 0.0], [-0.1, 0.0, -0.3], [0.1, -0.1, 0.2], [0.1, 0.0, 0.1], [0.0, -0.1, 0.0], [0.0, 0.2, 0.2], [0.1, 0.1, 0.0], [0.2, -0.1, 0.1], [0.0, -0.5, 0.3], [0.4, -0.3, -0.2], [-0.4, -0.2, -0.4], [0.3, 0.2, 0.4], [0.1, -0.1, 0.0], [-0.6, -0.3, -0.6], [0.1, 0.1, 0.1], [0.0, 0.0, 0.1], [0.1, 0.0, 0.1], [0.1, -0.1, 0.1], [0.0, 0.1, 0.2], [0.1, 0.2, 0.1], [-0.5, 0.2, 0.3], [0.2, 0.0, 0.1], [-0.1, 0.0, -0.2], [0.4, 0.0, 0.2], [0.1, 0.0, 0.0], [0.0, -0.1, -0.2], [0.3, -0.2, -0.1], [-0.1, 0.0, 0.0], [0.0, 0.1, 0.0], [-0.2, 0.0, -0.2]]
}